(1)
Molecular formula: C35H33AlN6PS
Method: DFT, ωB97M-V/def2-TZVPD

## Properties
* largest force on an atom: 0.0097 Eh/bohr
* net charge: +1
* Kohn-Sham gap: 0.254 hartree
* highest occupied orbital energy: -10.2 eV
* ΔE to the lowest compared entry with this formula, charge and spin: 1.03 kcal per mole

```
77
Properties=species:S:1:pos:R:3:forces:R:3:lowdin_charge:R:1
Al 0.083720 0.325174 0.718148 0.3 0.2 -0.4 -0.036
C 6.452831 2.197685 1.326438 -0.1 0.0 0.0 -0.083
C 5.218020 1.776752 2.109611 0.0 -0.1 -0.1 -0.228
N 4.394418 0.854929 1.328234 0.1 0.0 0.0 -0.008
C 3.068298 0.924585 1.176663 -0.1 0.2 0.1 -0.711
S 2.330653 -0.282348 0.151676 0.1 0.0 0.0 0.835
N 2.438509 1.931227 1.770844 0.0 -0.2 -0.1 0.042
N 1.094406 1.864426 1.646132 -0.1 -0.2 0.1 -0.010
C 0.377650 2.845734 2.073133 0.0 0.0 0.0 -0.224
C 0.926972 4.094326 2.673201 -0.1 0.0 0.0 0.000
C -1.076534 2.623245 1.962307 0.0 -0.1 0.0 -0.171
C -2.028914 3.513856 2.432948 0.0 0.1 0.0 0.022
C -3.365518 3.153521 2.385511 0.0 0.1 0.0 -0.017
C -3.723487 1.902941 1.903758 0.0 0.0 0.0 -0.018
C -2.722897 1.073346 1.438722 0.2 0.0 0.0 -0.081
N -1.440649 1.446357 1.424500 -0.2 0.0 0.0 0.074
H 7.031973 2.923613 1.897375 0.0 0.0 0.0 0.078
H 6.170152 2.652636 0.375400 0.0 0.0 0.0 0.077
H 7.100072 1.342232 1.120148 0.0 0.0 0.0 0.075
H 4.601228 2.632884 2.361335 0.0 0.0 0.0 0.099
H 5.508228 1.291378 3.043197 0.0 0.0 0.0 0.119
H 4.854597 0.093726 0.856655 0.0 0.0 0.0 0.122
H 1.995023 3.987124 2.824248 0.0 0.0 0.0 0.070
H 0.448487 4.306020 3.631501 0.0 0.0 0.0 0.093
H 0.747154 4.947799 2.014103 0.0 0.0 0.0 0.102
H -1.722543 4.465308 2.844862 0.0 0.0 0.0 0.120
H -4.122742 3.834912 2.752176 0.0 0.0 0.0 0.123
H -4.752574 1.572864 1.899529 0.0 0.0 0.0 0.120
H -2.925896 0.069535 1.083523 0.0 0.0 0.0 0.117
C -4.550210 -1.025008 -3.969814 0.0 0.0 0.0 -0.069
C -4.557108 -0.248244 -2.819550 0.1 0.0 0.0 -0.071
C -3.481090 -0.301437 -1.944229 0.0 0.0 -0.1 -0.096
C -2.391705 -1.135883 -2.201072 0.0 0.2 0.1 -0.336
C -2.392711 -1.906502 -3.362689 -0.1 0.0 0.0 -0.087
C -3.468807 -1.851694 -4.238518 0.0 0.0 0.0 -0.061
P -1.016171 -1.214781 -1.005647 0.0 -0.4 0.0 1.108
C 0.394972 -1.739819 -2.033910 0.0 0.1 0.0 -0.396
C 1.198789 -2.821646 -1.691819 0.0 0.0 0.0 -0.100
C 2.332326 -3.111871 -2.443368 0.0 0.0 0.0 -0.069
C 2.667704 -2.325915 -3.534262 0.0 0.0 0.0 -0.071
C 1.868356 -1.241143 -3.881240 0.0 0.0 0.1 -0.071
C 0.742907 -0.944150 -3.130003 0.0 0.0 0.0 -0.119
C -1.360953 -2.594845 0.111112 0.1 0.1 0.0 -0.311
C -1.995785 -3.737583 -0.300210 0.0 -0.1 0.0 -0.067
C -2.177730 -4.812737 0.591945 0.0 0.0 0.0 -0.061
C -1.714894 -4.717654 1.874077 0.0 0.0 0.0 -0.018
C -1.070593 -3.545714 2.339336 0.0 0.1 0.0 -0.159
C -0.615898 -3.442524 3.677576 0.0 0.0 0.0 -0.032
C -0.031347 -2.292757 4.115983 0.0 0.1 0.0 -0.070
C 0.125376 -1.196912 3.235045 0.0 0.0 0.0 -0.101
C -0.273487 -1.234313 1.919585 0.0 0.0 -0.1 -0.188
C -0.888866 -2.445729 1.457590 0.0 0.0 0.1 -0.180
H -5.384634 -0.982287 -4.659046 0.0 0.0 0.0 0.111
H -5.396883 0.401207 -2.605392 0.0 0.0 0.0 0.108
H -3.492862 0.315202 -1.053998 0.0 0.0 0.0 0.073
H -1.552950 -2.552668 -3.584882 0.0 0.0 0.0 0.111
H -3.460659 -2.458258 -5.135517 0.0 0.0 0.0 0.112
H 0.946764 -3.435139 -0.835638 0.0 0.0 0.0 0.113
H 2.952792 -3.956758 -2.173357 0.0 0.0 0.0 0.111
H 3.550357 -2.557055 -4.118145 0.0 0.0 0.0 0.109
H 2.122427 -0.631163 -4.739338 0.0 0.0 0.0 0.108
H 0.116772 -0.100060 -3.406038 0.0 0.0 0.0 0.107
H -2.360145 -3.822932 -1.317675 0.0 0.0 0.0 0.105
H -2.681660 -5.709860 0.256090 0.0 0.0 0.0 0.109
H -1.846821 -5.545882 2.561425 0.0 0.0 0.0 0.118
H -0.743432 -4.289593 4.342240 0.0 0.0 0.0 0.115
H 0.312099 -2.212537 5.140983 0.0 0.0 0.0 0.106
H 0.588068 -0.294597 3.629985 0.0 0.0 0.0 0.095
N 1.207741 2.053655 -1.597530 0.0 0.0 -0.1 0.020
C 0.984829 2.947407 -2.571102 0.0 0.0 0.0 -0.063
C -0.370023 3.209298 -2.578553 0.0 0.0 0.0 -0.033
C -0.889079 2.405086 -1.558421 -0.1 0.0 -0.1 -0.114
N 0.076256 1.698708 -0.975006 0.1 0.1 0.2 -0.031
H 2.051765 1.542614 -1.354084 0.0 0.0 0.0 0.086
H 1.784186 3.321778 -3.189801 0.0 0.0 0.1 0.129
H -0.904008 3.877971 -3.232332 0.0 0.0 0.1 0.105
H -1.914610 2.298935 -1.236665 0.1 0.0 0.0 0.112
```
Forces are in eV/Å.



(2)
Molecular formula: C35H33BClI2N5O11
Method: DFT, ωB97M-V/def2-TZVPD

## Properties
* largest force on an atom: 0.0497 Eh/bohr
* net charge: 0
* SMILES: C[C@@H](I)[C@@H](I)C1=CC(=O)C(B(O)N(C)C)=C(Cl)C1=O.O=[N+]([O-])c1ccccc1.O=[N+]([O-])c1ccccc1.O=[N+]([O-])c1ccccc1.O=[N+]([O-])c1ccccc1
* Kohn-Sham gap: 0.292 hartree
* highest occupied orbital energy: -9.6 eV

```
88
Properties=species:S:1:pos:R:3:forces:R:3:lowdin_charge:R:1
C -5.404346 -5.696097 -0.898485 -0.1 0.1 -0.9 -0.236
C -5.060017 -4.225786 -1.287901 -0.5 -0.5 0.8 -0.739
I -6.951447 -3.269661 -1.868178 0.4 -0.2 -0.2 0.823
C -4.479419 -3.344567 -0.127764 0.8 0.2 -0.7 -0.723
I -5.053534 -3.991129 1.864550 -0.2 0.3 -0.4 0.910
C -2.934273 -3.280135 -0.178035 -0.5 0.4 -0.1 -0.210
C -2.159289 -4.294947 0.194610 0.6 0.1 -0.2 0.033
C -0.629419 -4.195880 0.175782 -1.8 1.4 -0.3 -0.317
O 0.036762 -5.153248 0.419087 0.9 -0.9 0.3 0.133
C -0.018868 -2.828747 -0.110951 0.2 -0.6 -0.1 -0.027
B 1.541734 -2.469928 0.075580 0.4 0.4 0.1 -0.579
O 1.854639 -1.762711 1.263874 -0.4 -1.1 -0.5 0.093
N 2.597785 -2.761482 -0.867647 0.6 -0.8 2.3 -0.058
C 3.894268 -2.439246 -0.180227 0.6 0.5 -1.0 -0.092
C 2.684433 -4.195499 -1.207461 -0.8 -0.5 -1.4 -0.096
C -0.815373 -1.835667 -0.502077 -0.3 0.4 -0.1 -0.454
Cl -0.130085 -0.233225 -0.822449 -0.6 -0.8 0.0 0.761
C -2.324086 -1.971528 -0.688958 1.3 -1.8 1.2 -0.345
O -2.987480 -1.121310 -1.166880 -1.1 1.4 -0.8 0.133
H -6.439492 -5.740919 -0.511436 0.8 -0.1 0.2 0.034
H -5.394121 -6.319799 -1.817035 0.0 0.3 0.5 0.082
H -4.684321 -6.130840 -0.181943 -0.4 0.3 -0.3 0.044
H -4.419259 -4.202553 -2.186013 -0.2 0.3 0.5 0.087
H -4.886072 -2.329020 -0.245406 0.4 -0.4 0.3 0.025
H -2.647780 -5.213018 0.546097 0.7 0.2 0.0 0.099
H 1.506449 -2.318167 1.981279 -0.1 0.7 0.1 0.118
H 4.004160 -3.023198 0.757910 -0.1 0.6 -0.3 0.100
H 3.990967 -1.343207 -0.029792 -0.3 -1.2 0.1 0.062
H 4.752834 -2.749839 -0.815860 -0.6 0.2 0.1 0.098
H 1.696794 -4.559033 -1.561246 0.6 0.1 0.3 0.085
H 3.010633 -4.847150 -0.371785 -0.2 0.5 -0.2 0.098
H 3.387852 -4.371518 -2.050148 -0.3 0.3 0.5 0.093
O -8.496486 -10.231983 -2.538588 0.0 0.2 0.0 0.078
N -8.543289 -9.037482 -2.311900 0.1 -0.2 0.2 -0.351
O -8.327075 -8.531104 -1.225567 0.0 -0.1 -0.2 0.071
C -8.887533 -8.143765 -3.425269 -0.1 0.3 -0.4 -0.146
C -9.175151 -8.684518 -4.668911 0.0 -0.2 -0.1 -0.004
C -9.522158 -7.838056 -5.711204 0.0 0.1 0.1 -0.067
C -9.574241 -6.465038 -5.504571 0.0 0.0 0.0 -0.070
C -9.274090 -5.935105 -4.256665 0.0 -0.1 -0.1 -0.073
C -8.929552 -6.776123 -3.209864 0.0 0.2 0.2 -0.013
H -9.136403 -9.752045 -4.836744 0.0 0.0 0.2 0.119
H -9.755062 -8.248748 -6.685290 0.0 0.0 0.1 0.108
H -9.850527 -5.806181 -6.319052 0.0 0.0 0.0 0.108
H -9.312425 -4.864853 -4.099168 0.0 0.0 0.0 0.092
H -8.701075 -6.353267 -2.240683 0.0 -0.2 0.0 0.098
O 7.654564 -0.247657 1.300096 -0.2 0.0 0.0 0.090
N 6.489011 0.093707 1.337635 0.0 -0.1 -0.1 -0.326
O 5.606788 -0.383762 0.638079 0.6 0.5 0.3 0.038
C 6.115927 1.154741 2.282084 -0.1 0.3 0.3 -0.144
C 7.097600 1.749828 3.059961 0.3 0.0 0.1 -0.003
C 6.744905 2.769162 3.931510 -0.2 0.0 -0.1 -0.060
C 5.420616 3.181129 4.022687 0.0 0.0 0.1 -0.061
C 4.444838 2.569685 3.247230 0.1 0.0 0.0 -0.055
C 4.790723 1.551658 2.371772 -0.2 0.0 -0.1 -0.013
H 8.130221 1.435514 2.993870 -0.1 -0.1 -0.1 0.119
H 7.503434 3.246509 4.538460 0.0 0.0 0.0 0.109
H 5.148244 3.982323 4.699453 0.0 0.0 -0.1 0.103
H 3.413584 2.890495 3.322403 0.0 0.0 0.0 0.113
H 4.025123 1.082509 1.769566 0.1 -0.1 0.0 0.110
O 4.437102 7.105089 -1.355867 -0.2 0.0 0.0 0.079
N 3.262166 6.818794 -1.223674 0.1 0.2 0.0 -0.351
O 2.346882 7.622065 -1.283866 0.1 -0.1 0.0 0.061
C 2.925689 5.417459 -0.958117 -0.1 -0.4 0.1 -0.151
C 3.945377 4.488094 -0.836565 0.3 0.0 0.0 0.005
C 3.627848 3.169522 -0.556024 -0.2 0.0 0.0 -0.061
C 2.300093 2.790400 -0.405472 0.0 -0.1 0.0 -0.069
C 1.284737 3.728059 -0.542380 0.1 0.0 0.0 -0.060
C 1.596195 5.050652 -0.818995 -0.2 0.1 0.0 0.000
H 4.981338 4.776371 -0.950753 -0.1 0.2 0.0 0.124
H 4.415764 2.436396 -0.450832 0.0 0.0 0.0 0.102
H 2.054706 1.758542 -0.177890 0.0 0.0 0.0 0.084
H 0.250568 3.428537 -0.427500 0.0 0.0 0.0 0.107
H 0.801959 5.777722 -0.919104 0.2 0.1 0.0 0.119
O 4.171084 6.573466 2.197698 -0.1 0.1 0.2 0.074
N 3.756111 7.141253 3.191694 0.1 -0.2 0.0 -0.342
O 3.797315 6.676328 4.317909 0.0 0.1 -0.2 0.066
C 3.160336 8.473180 3.021112 -0.2 0.4 -0.1 -0.141
C 3.064861 9.014570 1.749277 0.1 -0.1 -0.3 0.004
C 2.480647 10.260236 1.584452 -0.1 0.1 0.2 -0.054
C 2.003223 10.954396 2.688630 0.0 0.0 0.0 -0.069
C 2.113588 10.406532 3.961261 0.0 0.0 -0.2 -0.068
C 2.693991 9.159174 4.131826 0.0 0.0 0.3 -0.006
H 3.434096 8.481238 0.884841 0.0 -0.1 0.1 0.095
H 2.394719 10.688832 0.594323 0.0 -0.1 0.0 0.113
H 1.542001 11.925913 2.557389 0.0 0.0 0.0 0.107
H 1.742879 10.951510 4.819890 0.0 -0.1 0.0 0.107
H 2.773588 8.737152 5.124312 0.1 -0.1 -0.1 0.118
```
Forces are in eV/Å.



(3)
Molecular formula: C35H33CdN12O5S2
Method: DFT, ωB97M-V/def2-TZVPD

## Properties
* largest force on an atom: 0.0055 Eh/bohr
* net charge: -1
* Kohn-Sham gap: 0.222 hartree
* highest occupied orbital energy: -3.9 eV
* ΔE to the lowest compared entry with this formula, charge and spin: 15.02 kcal per mole

```
88
Properties=species:S:1:pos:R:3:forces:R:3:lowdin_charge:R:1
Cd -0.167197 1.605439 0.893953 0.0 0.0 0.0 1.421
O -1.606652 1.121194 -3.517472 0.0 0.0 -0.1 0.035
C -1.335325 1.419090 -2.197669 -0.1 0.1 0.1 -0.407
O -0.717772 0.409265 -1.495375 0.0 0.0 0.0 -0.159
C -1.670854 2.602402 -1.642969 0.0 0.0 0.1 -0.215
C -2.225821 3.689089 -2.439731 0.0 0.1 0.0 -0.028
C -2.598464 4.845103 -1.857799 0.0 0.0 -0.1 -0.099
C -2.458815 5.034913 -0.445540 0.0 -0.1 0.1 -0.068
C -1.899563 4.002529 0.259192 0.0 0.1 -0.1 -0.270
N -1.494071 2.842102 -0.271772 0.1 -0.2 -0.2 0.010
C -1.770998 4.080664 1.759519 -0.1 0.1 0.0 -0.509
O -1.646783 5.311864 2.277675 0.0 0.0 0.0 0.107
O -1.832619 3.114575 2.475224 0.1 0.1 0.0 0.046
H -0.767342 1.039319 -3.994415 0.0 0.0 0.0 0.077
H -2.337982 3.528364 -3.502966 0.0 0.0 0.0 0.101
H -3.019907 5.638381 -2.464208 0.0 0.0 0.0 0.095
H -2.842987 5.916321 0.045881 0.0 0.0 0.0 0.094
H -1.364233 5.909117 1.571677 0.0 0.0 0.0 0.104
N 2.407704 0.835834 3.201662 0.0 0.0 0.0 0.129
C 2.241804 2.184463 2.938773 0.0 0.1 -0.1 -0.510
N 3.015832 3.108137 3.486893 0.0 -0.1 0.0 0.003
N 2.537888 4.269754 2.996443 0.0 0.0 0.0 -0.121
N 1.543602 4.055384 2.208630 0.0 0.0 0.0 -0.097
N 1.322824 2.721961 2.143367 -0.1 -0.2 0.1 -0.090
C 1.752709 -0.235591 2.643765 -0.1 -0.1 -0.1 -0.504
N 2.042315 -1.488923 2.971085 0.0 0.0 0.0 0.014
N 1.192414 -2.233068 2.236623 0.0 0.0 0.0 -0.098
N 0.436396 -1.485196 1.515867 0.0 0.0 0.0 -0.077
N 0.764353 -0.188074 1.747684 0.1 0.0 0.0 -0.094
H 3.155489 0.604761 3.832139 0.0 0.0 0.0 0.128
O 1.788019 1.655684 -0.639957 -0.1 0.1 0.1 -0.584
S 2.215071 0.418071 -1.350347 0.1 0.0 -0.1 1.010
C 4.007922 0.463831 -1.281571 0.0 0.0 0.0 -0.358
C 4.732733 -0.664627 -1.630962 0.0 0.0 0.0 -0.088
C 6.117070 -0.625486 -1.558129 0.0 0.0 0.0 -0.084
C 6.755286 0.525615 -1.116252 0.0 0.0 0.0 -0.088
C 6.013782 1.636184 -0.737112 0.0 0.0 0.0 -0.067
C 4.628892 1.612025 -0.816797 0.0 0.0 0.0 -0.052
C 2.039247 0.828744 -3.092718 0.0 -0.1 0.0 -0.353
C 2.295663 -0.125440 -4.065916 0.0 0.0 0.0 -0.090
C 2.078038 0.190654 -5.398745 0.0 0.0 0.0 -0.080
C 1.589797 1.445840 -5.742059 0.0 0.0 0.0 -0.087
C 1.329483 2.388447 -4.755936 0.0 0.0 0.0 -0.073
C 1.554999 2.084842 -3.418457 0.0 0.0 0.0 -0.069
H 4.222505 -1.571729 -1.934171 0.0 0.0 0.0 0.106
H 6.695456 -1.500476 -1.825696 0.0 0.0 0.0 0.102
H 7.835529 0.549300 -1.047778 0.0 0.0 0.0 0.100
H 6.511931 2.522184 -0.365281 0.0 0.0 0.0 0.107
H 4.022141 2.451191 -0.499525 0.0 0.0 0.0 0.115
H 2.645796 -1.112170 -3.786404 0.0 0.0 0.0 0.108
H 2.270154 -0.548011 -6.166249 0.0 0.0 0.0 0.103
H 1.402180 1.685126 -6.781073 0.0 0.0 0.0 0.101
H 0.934944 3.360622 -5.022204 0.0 0.0 0.0 0.111
H 1.335050 2.788426 -2.625937 0.0 0.0 0.0 0.116
C -1.508260 -3.185679 -0.808510 -0.1 0.0 0.0 -0.076
C -0.804759 -2.026865 -1.503658 0.0 0.0 -0.1 -0.421
C -0.689570 -2.247329 -3.007090 0.0 0.0 0.0 -0.064
C -1.538350 -0.740584 -1.185635 0.0 0.0 0.0 -0.173
H -1.007882 -4.131581 -1.023418 0.0 0.0 0.0 0.077
H -2.545368 -3.275392 -1.152893 0.0 0.0 0.0 0.080
H -1.502187 -3.036986 0.272373 0.0 0.0 0.0 0.060
H 0.192325 -1.929736 -1.066095 0.0 0.0 0.0 0.104
H -1.680049 -2.299384 -3.469438 0.0 0.0 0.0 0.084
H -0.165249 -3.181720 -3.224459 0.0 0.0 0.0 0.076
H -0.146714 -1.432390 -3.486834 0.0 0.0 0.0 0.052
H -1.750005 -0.706898 -0.120028 0.0 0.0 0.1 0.065
H -2.474776 -0.669382 -1.747962 0.0 0.0 0.0 0.140
S -4.140285 -3.015613 4.915035 0.0 0.0 0.0 0.964
C -3.486944 -1.742046 3.849371 0.1 0.1 0.0 -0.521
C -4.050182 -1.497536 2.606513 0.0 0.0 0.0 -0.072
C -3.431635 -0.574171 1.777524 0.0 -0.1 -0.1 -0.138
N -2.335261 0.096172 2.113776 0.1 0.1 0.1 0.040
C -1.844988 -0.094464 3.335409 0.0 0.0 0.0 -0.149
C -2.378818 -1.004349 4.234203 0.0 0.0 0.0 -0.067
C -3.320389 -4.400391 4.141166 0.0 -0.1 -0.1 -0.522
C -4.027100 -5.268002 3.320194 0.0 0.0 0.1 -0.092
C -3.349915 -6.328303 2.737309 0.0 0.0 0.0 -0.155
N -2.052234 -6.561161 2.911055 0.0 0.0 0.0 0.057
C -1.382604 -5.714300 3.688451 0.0 0.0 0.0 -0.134
C -1.966531 -4.632031 4.331286 0.0 0.0 0.0 -0.069
H -4.925020 -2.039122 2.273137 0.0 0.0 0.0 0.104
H -3.822042 -0.390652 0.780999 0.0 0.0 0.0 0.111
H -0.966932 0.480564 3.602657 0.0 0.0 0.0 0.096
H -1.918927 -1.149750 5.201819 0.0 0.0 0.0 0.107
H -5.083136 -5.119728 3.139165 0.0 0.0 0.0 0.098
H -3.880562 -7.021712 2.093220 0.0 0.0 0.0 0.101
H -0.321675 -5.903654 3.805019 0.0 0.0 0.0 0.109
H -1.371593 -3.973861 4.949460 0.0 0.0 0.0 0.108
```
Forces are in eV/Å.